#1
C5H10N2 | ωB97M-V/def2-TZVPD

## Properties
* gap between HOMO and LUMO: 10.4 eV

Geometry (Å):
H  1.390  -1.279  1.388
H  -0.324  0.263  1.372
C  -2.069  -0.094  0.161
C  1.328  -1.344  0.311
N  0.196  -0.906  -0.244
H  0.868  1.742  -0.203
H  0.127  -1.007  -1.250
H  -2.345  -0.164  -0.893
N  2.796  0.097  0.325
H  1.761  -2.239  -0.116
H  -2.662  0.704  0.608
C  3.193  -0.325  -0.694
C  -0.188  1.530  -0.360
H  -0.394  1.492  -1.432
C  -0.581  0.213  0.311
H  -0.769  2.349  0.064
H  -2.327  -1.033  0.652

#2
C5H10N2 | ωB97M-V/def2-TZVPD

## Properties
* gap between HOMO and LUMO: 8.6 eV

Geometry (Å):
H  3.210  0.523  0.041
N  -1.171  -0.037  -0.666
C  -2.389  -0.344  0.150
C  2.417  -0.283  0.154
H  -3.117  0.427  -0.237
C  0.558  1.401  -0.158
H  -2.332  -0.402  1.237
H  2.883  -1.017  -0.719
H  1.225  2.059  0.136
H  0.018  -1.255  0.793
H  0.202  -1.514  -1.139
H  -1.486  2.039  0.073
H  -2.824  -1.421  0.005
C  -0.756  1.322  -0.069
N  1.094  0.143  -0.450
C  0.109  -0.779  -0.292
H  2.359  -0.861  1.142

#3
C5H10N2 | ωB97M-V/def2-TZVPD

## Properties
* gap between HOMO and LUMO: 9.7 eV

Geometry (Å):
C  -0.447  1.930  -0.736
H  1.598  1.926  -2.347
H  0.779  -1.091  -0.800
C  -0.520  -0.635  0.929
H  -1.242  -2.363  -0.110
H  -1.785  -2.265  1.583
H  2.571  1.050  -1.308
C  0.730  -0.260  -0.090
H  -0.419  2.833  -1.336
C  -0.947  -2.082  0.904
N  -0.998  0.192  1.791
H  1.615  -0.242  0.551
N  1.670  1.084  -1.779
H  -1.265  1.821  -0.028
H  -0.104  -2.707  1.212
C  0.526  1.029  -0.779
H  -1.762  -0.220  2.340

Relative energy of each structure, in hartree: #1 0.0360; #2 0.0781; #3 0.0000.

#1
C5H10N2 | ωB97M-V/def2-TZVPD

## Properties
* gap between HOMO and LUMO: 9.2 eV

Geometry (Å):
H  -1.291  -0.592  -2.090
H  -0.243  1.506  -0.417
C  -2.073  -0.111  -0.128
N  -0.279  0.997  -1.320
C  0.322  -0.791  -0.789
H  -2.879  -0.838  -0.279
H  0.635  -1.638  -1.415
C  2.027  0.532  0.538
H  -1.724  -0.173  0.911
H  3.040  0.457  0.915
H  0.149  0.823  1.343
H  -2.253  0.947  -0.432
C  1.180  -0.686  0.413
H  1.855  1.277  -0.235
C  -0.972  -0.241  -1.107
N  0.971  0.252  1.502
H  1.632  -1.629  0.731

#2
C5H10N2 | ωB97M-V/def2-TZVPD

## Properties
* gap between HOMO and LUMO (spin up / spin down): 6.4 / 7.6 eV

Geometry (Å):
C  0.585  -0.453  -0.669
C  -0.737  -0.484  -1.115
C  -1.920  -0.976  -0.173
C  1.263  1.528  0.693
N  -2.219  0.213  0.470
H  1.735  1.517  1.682
C  1.686  0.337  -0.129
N  1.314  -1.039  0.319
H  -1.001  0.304  -1.818
H  1.553  2.457  0.195
H  2.658  0.361  -0.615
H  -1.637  0.262  1.313
H  0.171  1.536  0.820
H  -1.550  -1.849  0.402
H  0.833  -1.135  1.216
H  -0.009  -1.256  -1.753
H  -2.723  -1.323  -0.836

Relative energy of each structure, in hartree: #1 0.0000; #2 0.0647.

#1
C5H10N2 | ωB97M-V/def2-TZVPD

## Properties
* gap between HOMO and LUMO: 8.9 eV

Geometry (Å):
H  -1.010  -1.394  1.494
H  1.509  -1.883  0.131
C  -1.033  -0.874  -0.774
H  2.803  0.663  -0.821
H  1.673  0.610  -1.879
C  -0.358  0.367  0.072
H  -2.155  -0.892  -0.961
H  -2.200  1.196  0.714
N  1.786  0.797  -0.887
C  1.002  -1.060  0.656
H  1.246  -1.094  1.766
C  -1.220  1.542  0.364
H  -0.724  2.096  1.201
C  -0.497  -1.052  0.629
H  -0.418  -1.497  -1.443
N  1.026  0.324  0.144
H  -1.431  2.149  -0.406

#2
C5H10N2 | ωB97M-V/def2-TZVPD

## Properties
* gap between HOMO and LUMO: 8.9 eV

Geometry (Å):
H  -0.461  1.178  -0.241
C  0.634  -1.086  -0.347
H  1.032  -1.858  -0.913
H  -1.982  0.001  0.781
N  -1.178  0.776  -0.866
H  2.929  1.088  -0.276
N  -0.932  -0.504  -1.297
H  0.466  -1.193  2.140
C  -2.373  0.676  0.074
H  -2.532  1.763  0.465
C  0.712  -0.872  1.155
H  1.536  2.048  -0.064
H  -0.348  -0.496  -2.123
C  1.272  0.021  0.360
H  -3.174  0.333  -0.555
H  2.427  1.374  1.393
C  2.110  1.242  0.320

Relative energy of each structure, in hartree: #1 0.0000; #2 0.0622.

#1
C4H6N2OS | ωB97M-V/def2-TZVPD

## Properties
* gap between HOMO and LUMO: 9.7 eV

Geometry (Å):
C  -0.667  -0.444  0.794
N  -2.252  1.000  2.057
H  -2.894  1.134  2.870
H  -0.756  -0.266  2.963
C  -1.452  -0.210  2.090
C  0.819  -0.098  -0.690
H  2.256  -0.355  -2.480
H  -2.204  -1.033  2.212
N  0.537  0.227  0.534
S  2.055  0.709  -1.675
C  -1.004  -1.207  -0.274
O  0.006  -0.955  -1.243
H  -1.702  1.820  2.105
H  -1.799  -1.845  -0.584

#2
C4H6N2OS | ωB97M-V/def2-TZVPD

## Properties
* gap between HOMO and LUMO: 9.4 eV

Geometry (Å):
H  -1.395  0.551  -1.208
O  2.069  -2.046  0.018
H  -0.014  -1.395  1.628
C  -0.388  0.700  0.974
N  0.601  1.340  -0.104
H  2.337  0.591  -0.664
H  -1.593  2.134  -0.451
C  -0.066  -0.937  0.588
C  1.231  -1.039  -0.076
N  1.401  0.241  -0.735
C  -0.972  1.273  -0.415
H  -1.322  -1.148  -1.416
S  -1.691  -1.614  -0.211
H  -0.196  1.350  2.073

#3
C4H6N2OS | ωB97M-V/def2-TZVPD

## Properties
* gap between HOMO and LUMO: 9.0 eV

Geometry (Å):
H  -0.996  -0.673  1.891
H  -0.880  2.379  0.212
C  1.273  -1.044  -0.156
H  -1.923  1.486  -1.097
C  0.993  -0.943  1.197
H  1.988  -0.616  -2.179
H  1.545  -1.501  1.993
C  -1.430  1.455  -0.034
S  2.272  -1.923  -1.308
O  0.107  0.115  -1.971
N  -0.668  0.209  0.149
N  -0.192  -0.169  1.403
H  -2.340  1.435  0.732
C  0.250  -0.209  -0.832

#4
C4H6N2OS | ωB97M-V/def2-TZVPD

## Properties
* gap between HOMO and LUMO: 9.4 eV

Geometry (Å):
H  -3.353  -0.620  0.293
H  -3.367  -0.762  2.146
C  -3.052  -0.106  1.253
H  3.704  0.275  -0.576
H  2.490  -0.985  -0.276
N  2.388  -0.016  -2.222
S  1.378  -1.204  -3.143
C  3.111  -0.462  -0.992
C  -1.673  0.193  1.293
C  1.097  0.293  -2.271
H  3.785  -1.250  -1.378
O  0.245  1.058  -2.151
N  -0.545  0.249  1.236
H  -3.524  0.884  1.450

Relative energy of each structure, in hartree: #1 0.0000; #2 0.1618; #3 0.0516; #4 0.0646.

#1
C4H6N2OS | ωB97M-V/def2-TZVPD

## Properties
* gap between HOMO and LUMO: 8.4 eV

Geometry (Å):
H  -1.416  0.929  -2.960
O  1.398  -2.206  1.764
C  0.630  -1.372  -0.501
H  0.958  -2.273  -0.950
C  -1.351  1.236  -1.968
H  -0.148  -0.960  -2.204
H  -3.380  2.354  -2.404
H  1.644  0.137  2.910
H  -2.527  2.611  -0.896
C  0.032  -0.417  -1.182
S  0.661  0.211  1.793
N  -1.910  2.410  -1.929
N  -0.807  0.795  -0.975
C  1.043  -1.272  0.991

#2
C4H6N2OS | ωB97M-V/def2-TZVPD

## Properties
* gap between HOMO and LUMO: 8.9 eV

Geometry (Å):
C  -0.357  -0.803  1.962
N  -1.015  0.427  -1.622
N  -0.125  -0.252  0.690
O  0.691  2.114  -1.565
H  -2.233  -0.249  0.022
H  1.946  0.270  0.170
H  0.629  0.647  -3.148
C  0.139  1.052  -2.100
H  -1.303  -1.305  3.845
H  -2.233  0.169  2.622
C  -1.399  -0.618  2.795
C  -1.138  0.119  -0.291
H  0.516  -1.648  2.038
S  1.354  -0.908  -0.044

#3
C4H6N2OS | ωB97M-V/def2-TZVPD

## Properties
* gap between HOMO and LUMO: 7.9 eV

Geometry (Å):
C  -0.768  1.541  0.413
C  1.346  -0.927  2.293
C  -0.362  -0.463  -1.790
N  -0.007  0.302  0.578
N  0.699  -1.773  -0.195
H  -0.043  -1.097  -2.509
O  1.549  -0.161  3.174
S  1.484  -2.074  1.222
H  -1.516  1.406  1.080
H  -1.511  -0.587  -1.852
H  0.006  2.335  0.520
H  -0.018  0.584  -1.958
H  -0.998  1.522  -0.641
C  0.139  -0.607  -0.334

Relative energy of each structure, in hartree: #1 0.0948; #2 0.0297; #3 0.0000.

#1
C3H5N3 | ωB97M-V/def2-TZVPD

## Properties
* gap between HOMO and LUMO: 10.0 eV

Geometry (Å):
N  0.631  -1.492  -0.141
N  0.879  0.760  -0.064
C  1.445  -0.509  -0.157
H  -1.336  -1.302  -0.836
H  -2.308  1.355  0.145
C  -0.517  0.654  -0.008
N  -1.322  1.639  0.115
C  -0.704  -0.887  -0.034
H  1.416  1.618  0.070
H  2.533  -0.594  -0.205
H  -1.153  -1.214  0.916

#2
C3H5N3 | ωB97M-V/def2-TZVPD

## Properties
* gap between HOMO and LUMO: 9.6 eV

Geometry (Å):
N  -0.610  -0.031  2.369
H  -0.577  -0.311  -2.165
N  -0.643  1.373  0.558
H  0.664  -2.132  0.199
C  0.064  0.465  -1.736
H  1.104  0.153  -1.862
H  -0.100  1.400  -2.277
C  -0.250  0.651  -0.297
C  0.301  -1.178  0.566
N  -0.004  -0.900  1.714
H  0.053  0.509  2.931

Relative energy of each structure, in hartree: #1 0.0000; #2 0.1464.